# 1
Entry from OMol25: C27H30N4O5 in the gas phase (ωB97M-V with the def2-TZVPD basis set).

Summary:
Max |F|, eV/Å: 1.244
Structure (SMILES): CCOc1ccc([C@H](C(=O)NC2CCCC2)N(C(=O)CNC(=O)c2ccco2)c2cccnc2)cc1
Relative energy (zero: lowest compared OMol25 entry of this formula, charge and spin), kJ/mol: 231.6
HOMO energy, Ha: -0.303

Geometry as ORCA input:
```
! RIJCOSX wB97M-V def2-TZVPD def2/J DEFGRID3
* xyz 0 1
C -6.6567 -0.1296 1.7506
C -6.2229 1.2700 1.3245
O -5.7387 1.3089 -0.0026
C -4.5037 0.8165 -0.2890
C -3.5625 0.3871 0.6398
C -2.3256 -0.0697 0.2183
C -2.0019 -0.1222 -1.1281
C -0.6395 -0.5474 -1.6148
C -0.0193 -1.7060 -0.8066
O -0.7108 -2.4733 -0.1687
N 1.3149 -1.7938 -0.9295
C 2.1363 -2.8175 -0.3084
C 2.0452 -2.8042 1.2306
C 2.1729 -4.2699 1.6304
C 1.3445 -4.9701 0.5581
C 1.7472 -4.2528 -0.7313
N 0.2300 0.6345 -1.7045
C 0.7825 0.9312 -2.9107
O 0.5512 0.2822 -3.9082
C 1.7615 2.1118 -2.9905
N 2.5060 2.3759 -1.7855
C 3.1637 1.3881 -1.1375
O 3.2331 0.2462 -1.5619
C 3.7470 1.7920 0.1458
C 4.4264 1.0473 1.0757
C 4.6918 1.9149 2.1560
C 4.1553 3.1189 1.8094
O 3.5833 3.0591 0.6003
C 0.2567 1.4826 -0.5784
C 0.7141 1.0366 0.6597
C 0.7002 1.9150 1.7294
C 0.2315 3.2039 1.5256
N -0.2225 3.6283 0.3586
C -0.2246 2.7900 -0.6585
C -2.9456 0.3110 -2.0549
C -4.1760 0.7738 -1.6461
H -5.8168 -0.8195 1.7289
H -7.4209 -0.4998 1.0718
H -7.0634 -0.0973 2.7577
H -5.4799 1.6786 2.0209
H -7.0874 1.9400 1.3150
H -3.7709 0.4044 1.6979
H -1.6185 -0.4078 0.9591
H -0.7261 -0.9164 -2.6464
H 1.8161 -1.1056 -1.4762
H 3.1577 -2.5956 -0.6251
H 1.0588 -2.4446 1.5230
H 2.8048 -2.1657 1.6821
H 3.2156 -4.5890 1.5721
H 1.8065 -4.4594 2.6383
H 0.2858 -4.7983 0.7506
H 1.5278 -6.0425 0.5121
H 2.6026 -4.7452 -1.1942
H 0.9326 -4.2345 -1.4521
H 2.4468 1.8522 -3.8063
H 1.2125 3.0090 -3.2786
H 2.4509 3.2868 -1.3585
H 4.6957 0.0161 0.9796
H 5.2088 1.6775 3.0626
H 4.1205 4.0610 2.3203
H 1.0829 0.0297 0.7764
H 1.0527 1.6028 2.7004
H 0.2105 3.9299 2.3268
H -0.6309 3.1712 -1.5865
H -2.7085 0.2824 -3.1087
H -4.9110 1.1097 -2.3603
*
```


# 2
Entry from OMol25: C15H13AuClN4O6 as an isolated structure (ωB97M-V with the def2-TZVPD basis set).

Summary:
Max |F|, eV/Å: 0.398
HOMO energy (alpha / beta), Ha: -0.459 / -0.459

Geometry as ORCA input:
```
! RIJCOSX wB97M-V def2-TZVPD def2/J DEFGRID3
* xyz 1 3
Au -0.2924 0.9577 -1.1726
C -0.0818 -2.0159 -4.5566
C 0.1577 -1.0030 -3.4833
N -0.6564 -0.0317 -3.1941
O -1.7974 -0.0035 -3.8880
C 1.3449 -1.0667 -2.6492
C 2.5246 -1.8744 -3.0135
N 1.2897 -0.3677 -1.4857
O 2.2635 -0.4057 -0.7204
H -0.9417 -1.7458 -5.1591
H -0.2718 -2.9908 -4.0998
H 0.7947 -2.1113 -5.1965
H -2.2231 0.8436 -3.6686
H 2.2300 -2.9138 -3.1802
H 3.2731 -1.8285 -2.2296
H 2.9530 -1.5039 -3.9487
O -2.8619 4.8256 2.5024
C -2.3128 3.8681 3.2285
O -2.3265 3.8752 4.4259
C -1.6255 2.7353 2.4967
C -0.9688 1.6875 3.1340
Cl -0.8847 1.3487 4.7814
N -0.4450 0.8619 2.1942
N -0.7355 1.3391 0.9773
C -1.4376 2.4544 1.1319
C -1.9458 3.0960 -0.1298
O -2.5859 4.1215 -0.1012
O -1.6703 2.4563 -1.2339
C 0.2870 -0.3670 2.3250
C 1.2461 -0.5287 3.3108
C 1.9382 -1.7279 3.3925
C 1.6872 -2.7530 2.4948
C 0.7260 -2.5800 1.5096
C 0.0180 -1.3929 1.4285
H -2.7952 4.6674 1.5327
H 1.4793 0.2718 3.9959
H 2.6844 -1.8565 4.1648
H 2.2275 -3.6872 2.5690
H 0.5098 -3.3815 0.8141
H -0.7748 -1.2728 0.7008
*
```


# 3
Entry from OMol25: C5H7P as an isolated structure (ωB97M-V with the def2-TZVPD basis set).

Summary:
Max |F|, eV/Å: 5.834
Relative energy (zero: lowest compared OMol25 entry of this formula, charge and spin), kJ/mol: 169.6
HOMO energy, Ha: -0.331

Geometry as ORCA input:
```
! RIJCOSX wB97M-V def2-TZVPD def2/J DEFGRID3
* xyz 0 1
C 0.1631 0.0525 1.2630
C 2.0466 0.2141 0.9467
C -0.3092 -0.0167 0.0548
C 0.5658 0.0734 -1.1616
C -1.7905 -0.1346 -0.2046
P 2.4128 0.1336 -0.6468
H -0.2572 0.0029 2.2617
H 2.7429 0.1666 1.7639
H 0.1731 -0.9001 -1.6587
H 0.5390 0.8435 -1.9519
H -1.9608 -0.8493 -0.9895
H -2.0837 0.8369 -0.4706
H -2.2420 -0.4227 0.7935
*
```


# 4
Entry from OMol25: a 3-piece molecular cluster, C27H40ClF10O2P overall (ωB97M-V with the def2-TZVPD basis set).

Summary:
Max |F|, eV/Å: 0.737
Structure (SMILES): CCP(C)C1=C(Cl)C(=O)C(F)=C(CCC(F)(F)C(F)(F)C(F)(F)C(F)(F)F)C1=O.CCCCCC.CCCCCC
HOMO energy, Ha: -0.329

Geometry as ORCA input:
```
! RIJCOSX wB97M-V def2-TZVPD def2/J DEFGRID3
* xyz 0 1
C -2.7914 -3.9447 2.2626
C -1.5373 -3.4980 1.5123
P -0.4756 -2.5151 2.6738
C 1.2125 -3.2441 2.4975
C -0.2215 -0.8610 1.8948
C 0.0217 -0.5613 0.6143
Cl 0.1883 -1.7699 -0.5995
C 0.1360 0.8804 0.2096
O 0.8535 1.2996 -0.6667
C -0.6966 1.7843 1.0560
F -1.1321 2.8915 0.4490
C -0.9151 1.5382 2.3510
C -1.7352 2.4820 3.1939
C -1.6675 2.2610 4.7059
C -0.4627 2.9371 5.3201
F 0.5862 2.9648 4.4716
F -0.7810 4.2422 5.5528
C -0.0240 2.3402 6.6845
F -0.2085 1.0065 6.7144
F -0.8418 2.8783 7.6279
C 1.4187 2.6882 7.1277
F 1.5619 4.0294 7.0677
F 1.5435 2.2938 8.4065
C 2.5827 2.0452 6.2958
F 3.0131 2.8919 5.3523
F 3.6067 1.7855 7.1342
F 2.2007 0.9064 5.7195
C -0.2827 0.2923 2.8571
O 0.1886 0.1855 3.9655
H -3.4042 -3.0836 2.4929
H -2.5201 -4.4548 3.1768
H -3.3676 -4.6246 1.6441
H -0.9502 -4.3572 1.2068
H -1.8280 -2.9425 0.6311
H 1.3991 -3.6397 1.5061
H 1.9282 -2.4598 2.7090
H 1.3183 -4.0071 3.2560
H -2.7683 2.3863 2.8792
H -1.4326 3.4972 2.9584
H -2.5560 2.6901 5.1476
H -1.6995 1.2017 4.9172
C 2.8909 -0.2285 -3.9027
C 3.5150 0.7481 -2.9154
C 3.5307 2.1924 -3.4121
C 4.3540 2.4292 -4.6794
C 5.8221 2.0185 -4.5796
C 6.5984 2.7907 -3.5167
H 3.4478 -0.2888 -4.8390
H 2.8700 -1.2297 -3.4682
H 1.8628 0.0600 -4.1318
H 4.5293 0.4243 -2.6634
H 2.9419 0.7088 -1.9874
H 3.8994 2.8384 -2.6104
H 2.5013 2.5114 -3.6024
H 4.3003 3.4925 -4.9339
H 3.8949 1.8977 -5.5179
H 6.2945 2.1842 -5.5515
H 5.9008 0.9459 -4.3830
H 6.5635 3.8642 -3.7132
H 7.6459 2.4859 -3.5056
H 6.1966 2.6162 -2.5177
C -2.8648 -3.8303 -2.0408
C -2.9894 -2.3154 -2.1772
C -4.4256 -1.8398 -2.3897
C -5.0910 -2.3524 -3.6675
C -4.3509 -2.0084 -4.9590
C -4.2315 -0.5079 -5.2105
H -3.1899 -4.3454 -2.9454
H -1.8278 -4.1176 -1.8551
H -3.4670 -4.1970 -1.2061
H -2.3493 -1.9674 -2.9924
H -2.6032 -1.8476 -1.2689
H -4.4397 -0.7462 -2.3842
H -5.0329 -2.1515 -1.5336
H -6.1041 -1.9417 -3.7190
H -5.2114 -3.4377 -3.6068
H -4.8860 -2.4652 -5.7954
H -3.3546 -2.4589 -4.9546
H -5.2178 -0.0417 -5.2552
H -3.7261 -0.3143 -6.1574
H -3.6572 -0.0115 -4.4269
*
```


# 5
Entry from OMol25: C19H47BCl18NO3PSi2 as an isolated structure (ωB97M-V with the def2-TZVPD basis set).

Summary:
Max |F|, eV/Å: 1.476
HOMO energy, Ha: -0.280

Geometry as ORCA input:
```
! RIJCOSX wB97M-V def2-TZVPD def2/J DEFGRID3
* xyz 0 1
C 1.8456 -0.6475 -2.2155
B 2.1362 0.5909 -1.2944
O 2.1524 0.3714 0.0774
Si 2.5220 2.4602 -1.9491
O 1.1996 3.3137 -2.5393
Si 0.3224 2.6398 -3.7778
P 4.2639 2.3211 -3.3613
N 5.2369 3.6594 -2.9052
O 3.7371 2.6706 -4.9055
H 0.8285 -0.5677 -2.5626
H 2.0040 -1.5798 -1.7067
H 2.4956 -0.5743 -3.0693
H 3.0676 0.4466 0.3868
H 3.0216 3.2373 -0.7779
H 0.8200 1.3102 -4.1789
H -1.0882 2.5503 -3.3456
H 0.3505 3.5332 -4.9399
H 5.2315 3.6917 -1.8934
H 6.1995 3.5022 -3.1782
H 3.5831 1.7987 -5.2936
Cl -2.5222 -1.9144 1.7778
C -0.8554 -2.0651 1.1452
C -0.7056 -1.4380 -0.2106
Cl -1.5874 -2.3525 -1.4731
H -0.5957 -3.1183 1.1256
H -0.2036 -1.5584 1.8542
H 0.3452 -1.4372 -0.4882
H -1.0709 -0.4153 -0.2161
Cl 10.1405 4.4748 -6.2812
C 8.4957 5.0641 -5.9312
C 8.3768 5.6168 -4.5369
Cl 8.5187 4.3409 -3.2970
H 7.8040 4.2423 -6.0918
H 8.2767 5.8491 -6.6516
H 7.3992 6.0765 -4.4058
H 9.1415 6.3603 -4.3345
Cl -2.7219 2.3177 1.1781
C -3.0165 2.9858 -0.4488
C -3.8441 2.0562 -1.2960
Cl -2.9509 0.5723 -1.7077
H -2.0518 3.1845 -0.9077
H -3.5409 3.9303 -0.3186
H -4.1043 2.5476 -2.2318
H -4.7606 1.7639 -0.7920
Cl -1.0090 2.6595 -7.2328
C -0.2873 3.7245 -8.4655
C 0.0744 5.0734 -7.9021
Cl -1.3669 6.0291 -7.4728
H -0.9923 3.8102 -9.2868
H 0.6107 3.2289 -8.8287
H 0.6253 5.6436 -8.6471
H 0.6895 4.9777 -7.0119
Cl -0.6369 -6.8951 0.9894
C 1.1285 -7.0918 0.8980
C 1.8485 -5.8297 1.2894
Cl 1.6066 -4.5253 0.0976
H 1.3812 -7.3969 -0.1133
H 1.4008 -7.8940 1.5811
H 2.9186 -6.0190 1.3433
H 1.5118 -5.4643 2.2553
Cl -3.1626 -5.7917 2.0688
C -4.6429 -4.9244 2.5441
C -4.6775 -4.6329 4.0186
Cl -4.8691 -6.1182 4.9956
H -5.4972 -5.5200 2.2347
H -4.6514 -3.9876 1.9903
H -5.5264 -3.9910 4.2471
H -3.7696 -4.1340 4.3443
Cl 6.3055 0.9700 0.0729
C 7.8636 0.3947 -0.5903
C 7.9764 0.6659 -2.0657
Cl 6.8453 -0.3269 -3.0106
H 7.9504 -0.6651 -0.3717
H 8.6483 0.9270 -0.0571
H 8.9804 0.4305 -2.4125
H 7.7706 1.7084 -2.2863
Cl -8.0525 -4.0692 8.0966
C -6.2892 -4.3405 8.0524
C -5.5239 -3.0872 8.3803
Cl -5.6929 -1.8530 7.1022
H -6.0331 -4.7138 7.0672
H -6.0654 -5.1111 8.7868
H -4.4642 -3.3189 8.4641
H -5.8596 -2.6449 9.3144
Cl -9.6529 1.6840 9.6664
C -9.0138 0.3398 8.6815
C -8.7938 -0.9084 9.4906
Cl -7.4547 -0.7263 10.6570
H -8.0917 0.6754 8.2163
H -9.7456 0.1415 7.9014
H -8.5260 -1.7308 8.8296
H -9.6844 -1.1839 10.0481
*
```


# 6
Entry from OMol25: C4H5N3O in the gas phase (ωB97M-V with the def2-TZVPD basis set).

Summary:
Max |F|, eV/Å: 3.717
Structure (SMILES): O=CN1CN=CC=N1
Relative energy (zero: lowest compared OMol25 entry of this formula, charge and spin), kJ/mol: 331.2
HOMO energy, Ha: -0.333

Geometry as ORCA input:
```
! RIJCOSX wB97M-V def2-TZVPD def2/J DEFGRID3
* xyz 0 1
O -1.4390 -2.2742 1.1388
C -0.3711 -1.7141 1.2415
N -0.0788 -0.5704 0.5827
C -1.0956 0.0070 -0.5953
N -0.5667 1.0940 -1.2377
C 0.6066 1.5585 -1.0164
C 1.5330 0.8536 -0.0624
N 1.1075 -0.0758 0.7473
H 0.3191 -1.9961 1.9783
H -2.0790 0.4646 -0.3101
H -1.3282 -0.9618 -1.0747
H 0.8444 2.4487 -1.5120
H 2.5477 1.1660 0.1199
*
```


Among the records above, which one has the highest max |F|?
C5H7P


Among the records above, which one has the highest max |F|?
C5H7P